The following is a quantum chemistry calculation of 14 unconnected molecules or ions with the total composition C106H204N10O22 in a non-equilibrium geometry, from OMol25.

```
342
Properties=species:S:1:pos:R:3:lowdin_spin:R:1
O 12.5599 -16.6810 24.1112 0.00
O 10.4786 -29.7177 24.3790 0.63
O 1.9085 -20.9905 17.4055 0.62
O 3.7080 -19.4834 26.5141 0.00
O 4.1067 -27.8145 24.7525 0.00
O 5.0055 -26.2734 26.1748 0.00
O 10.6966 -17.5315 24.6370 0.00
O 8.1900 -25.1973 19.4245 0.54
O 12.5109 -19.9071 16.4821 0.63
O 14.3244 -22.7446 21.1045 0.57
O 5.8431 -13.5299 20.3659 0.63
O 6.1573 -28.2095 21.2040 0.00
O 5.5678 -22.8453 23.4992 0.54
O 6.9790 -29.2810 19.3178 0.00
O 4.0939 -21.6113 27.1403 0.00
O 11.3080 -17.5752 22.4175 0.00
O 5.5234 -15.7199 27.7874 0.59
O 1.1445 -25.0067 20.5687 0.56
O 10.0747 -20.1666 30.2336 0.57
O 2.3730 -20.9996 25.7116 0.00
O 4.8309 -28.6559 19.5671 0.00
O 3.0237 -25.9766 25.3162 0.00
N 6.8738 -22.0713 23.6228 0.36
N 8.7171 -26.2148 18.5648 0.36
N 3.1015 -21.7370 16.8650 0.30
N 10.7457 -21.4350 30.4077 0.34
N 13.9404 -22.8730 22.4974 0.35
N 7.0178 -13.8371 21.2491 0.29
N 0.6144 -23.6456 20.6747 0.36
N 5.1607 -17.0226 28.4013 0.32
N 11.4000 -19.4513 17.3382 0.30
N 9.9506 -28.6382 25.2169 0.30
C 8.1837 -30.2471 26.5030 0.01
C 10.2225 -27.6651 16.5010 0.00
C 8.5685 -14.2173 23.6991 0.00
C 8.5495 -28.9316 25.6949 0.02
C 8.8594 -19.4686 18.7730 0.00
C 4.0472 -27.8675 20.3466 0.00
C -1.1977 -22.0073 20.6028 0.00
C 1.0357 -21.2930 21.4557 0.00
C 6.7760 -26.1132 16.9312 0.00
C 8.0653 -27.7727 26.6026 0.00
C -0.4669 -21.2041 21.6832 0.00
C 11.3256 -29.1817 27.2975 0.01
C 10.4717 -22.2748 28.0357 0.00
C 13.2468 -24.3916 24.4499 0.00
C 5.1609 -22.8724 15.2646 0.00
C 9.3588 -22.0143 24.2665 0.00
C 5.3879 -26.0542 21.9412 0.00
C -1.5582 -24.1612 21.8154 0.02
C 12.6973 -21.1537 28.7606 0.02
C 10.4256 -17.6854 15.7748 0.00
C 3.2525 -17.4930 25.2561 0.00
C 2.1519 -24.3742 27.0077 0.00
C 8.3153 -26.0745 17.1425 0.02
C 5.8633 -15.5468 22.6678 0.01
C 14.0086 -24.2973 23.0842 0.02
C 10.8689 -21.8929 18.2150 0.01
C 4.5927 -25.0609 26.7163 0.00
C 11.1626 -25.6478 18.9198 0.02
C 12.5243 -20.3560 19.4592 0.00
C 4.7618 -20.1556 17.9519 0.00
C 4.0444 -26.7738 25.3803 0.00
C 11.4576 -21.9691 29.2536 0.03
C 13.6697 -20.3775 22.8406 0.00
C 11.4941 -17.2175 23.6139 0.00
C 13.2100 -25.2773 22.1468 0.00
C 9.4644 -20.5824 23.6156 0.00
C 3.5142 -20.8256 26.4423 0.00
C 2.6817 -22.7605 15.8865 0.02
C 11.9359 -23.0607 31.9886 0.00
C 2.8549 -22.5898 20.8671 0.00
C 10.1545 -19.0326 16.5921 0.02
C 5.5924 -19.9737 23.6934 0.01
C 2.8725 -16.3545 29.0895 0.00
C 11.0359 -16.9334 25.8812 0.00
C 4.9844 -27.5093 21.5331 0.00
C 12.5976 -20.6181 31.9519 0.01
C 3.8880 -23.6658 15.5674 0.00
C 6.3576 -17.9141 28.4915 0.02
C 4.7304 -16.3029 30.7462 0.02
C 1.5153 -22.7452 21.5396 0.02
C 14.1904 -21.7708 23.4120 0.02
C 4.2993 -20.9028 16.6835 0.02
C 8.0783 -19.9105 23.6791 0.00
C 9.4753 -20.1318 15.6467 0.01
C 5.9552 -19.2992 28.9833 0.00
C 4.2835 -19.7493 15.6172 0.02
C 11.9686 -23.3926 29.5220 0.00
C -0.8555 -23.4925 20.5932 0.02
C 6.0519 -28.8089 20.0319 0.00
C 15.6354 -21.5677 23.7204 0.02
C 6.2544 -12.1267 23.1010 0.01
C 11.4229 -21.5907 31.7771 0.02
C 8.5519 -12.9005 22.8952 0.00
C 15.4033 -24.8572 23.3713 0.01
C 12.8290 -23.5372 30.8263 0.00
C 11.1298 -17.9925 27.0077 0.00
C 6.8733 -20.5789 21.5818 0.02
C 7.6910 -11.4144 21.2400 0.00
C 10.0291 -26.7169 18.9216 0.03
C 8.5247 -23.6239 22.4404 0.02
C 7.3231 -12.6663 22.1246 0.02
C 5.4975 -21.8426 16.3233 0.00
C 2.1635 -22.1965 14.5266 0.02
C 7.3234 -16.2794 20.7469 0.00
C 3.7600 -18.4238 29.8983 0.00
C 6.9231 -20.7211 23.0942 0.03
C 8.0257 -24.0898 24.7993 0.00
C 7.5968 -28.8540 24.4710 0.00
C 6.8755 -18.1954 27.0350 0.00
C 13.2825 -21.9881 24.6829 0.00
C 8.7559 -27.3021 16.3144 0.00
C 10.3090 -26.8665 27.0446 0.00
C 12.2519 -27.6998 25.6892 0.00
C 4.2531 -17.0179 29.4828 0.03
C 1.9991 -19.8032 25.0785 0.00
C 10.8979 -28.1113 26.2789 0.02
C 9.9020 -27.2946 20.3486 0.01
C 8.1082 -22.9421 23.7390 0.02
C 4.9693 -19.3441 30.2335 0.00
C 1.6094 -23.7350 16.4420 0.00
C 12.3683 -16.3020 25.4743 0.00
C 7.0648 -15.1727 21.8778 0.02
C 8.3355 -15.3713 22.7511 0.00
C 3.2596 -24.7643 26.0763 0.00
C 8.8545 -24.7432 16.4085 0.02
C 7.5624 -17.3758 29.3331 0.01
C 13.5771 -23.3032 25.4556 0.00
C 2.6121 -18.7305 25.9277 0.00
C 11.2116 -20.3852 18.5112 0.02
C 10.1689 -19.7991 19.4508 0.00
C 10.4964 -27.8796 17.9517 0.00
C -1.3655 -24.1012 19.3197 0.00
C 1.5801 -23.1311 22.9886 0.01
C 8.9869 -27.2190 27.7142 0.00
C 10.4738 -21.4193 32.9798 0.00
C 9.0603 -18.5473 17.6043 0.00
H 12.5112 -20.7470 20.4766 0.00
H 1.9096 -22.9898 13.8235 0.00
H 3.4413 -19.0999 15.8561 0.00
H 10.9904 -23.5932 32.0915 0.00
H 5.3423 -11.9011 22.5483 0.00
H 10.1033 -21.0145 15.5261 0.00
H 7.8952 -19.4980 24.6713 0.00
H 13.7110 -22.9406 30.5932 0.00
H 10.1005 -26.0959 26.3024 0.00
H 16.0793 -20.9172 22.9667 0.00
H 10.8083 -26.8423 16.0911 0.00
H 10.8980 -24.8075 19.5616 0.00
H 8.4618 -20.4158 18.4086 0.00
H 3.3196 -23.9155 25.3952 0.00
H 7.8736 -14.1398 24.5353 0.00
H 0.9308 -19.6423 24.9339 0.00
H 1.2084 -20.8490 20.4753 0.00
H 9.3478 -24.2890 22.7018 0.00
H 12.3643 -24.7361 21.7226 0.00
H 5.5733 -18.9456 23.3320 0.00
H 5.8259 -22.3858 17.2094 0.00
H 3.7009 -24.3113 14.7092 0.00
H 3.0224 -15.3866 28.6112 0.00
H 15.3024 -25.9378 23.4725 0.00
H 9.5130 -17.2727 15.3447 0.00
H 0.7307 -22.9364 23.6433 0.00
H 12.0452 -27.1371 24.7788 0.00
H 10.3268 -18.7230 26.9091 0.00
H 10.6809 -22.2788 19.2169 0.00
H 7.6438 -18.9678 27.0696 0.00
H 10.8243 -27.7878 20.6555 0.00
H 8.2032 -18.9737 23.1360 0.00
H 7.6585 -23.6464 25.7248 0.00
H 15.9839 -24.6437 22.4738 0.00
H 11.0319 -17.6034 28.0212 0.00
H 7.8862 -10.5268 21.8419 0.00
H 6.1317 -26.1296 22.7344 0.00
H 8.0920 -18.4712 17.1096 0.00
H 10.5339 -18.8934 19.9351 0.00
H 8.2011 -16.1734 23.4767 0.00
H 1.5202 -24.7025 15.9480 0.00
H -0.6871 -21.5467 22.6943 0.00
H 5.5990 -19.4844 17.7603 0.00
H 11.0453 -26.3253 27.6387 0.00
H 2.1869 -16.8562 28.4065 0.00
H 10.0638 -20.4140 33.0767 0.00
H 11.0754 -17.8556 14.9164 0.00
H 6.5770 -29.1231 24.7465 0.00
H 2.3986 -22.7061 23.5695 0.00
H 8.6941 -31.0696 26.0018 0.00
H 2.5073 -16.9650 24.6611 0.00
H -1.1412 -25.1660 19.2559 0.00
H 7.3904 -17.3186 21.0691 0.00
H 7.8226 -20.8400 21.1141 0.00
H 1.3164 -21.5393 14.7231 0.00
H 14.2155 -20.2370 21.9077 0.00
H -2.6203 -23.9251 21.7508 0.00
H 1.8667 -24.1691 23.1575 0.00
H 3.9854 -19.4970 18.3414 0.00
H 8.4477 -17.9869 29.1573 0.00
H 9.2325 -15.3636 22.1319 0.00
H 12.5117 -23.1290 32.9116 0.00
H -0.8436 -20.1861 21.5832 0.00
H 7.7513 -24.3301 22.1384 0.00
H 8.8548 -24.8216 15.3213 0.00
H 12.6122 -20.4314 22.5819 0.00
H 12.6600 -23.6103 28.7079 0.00
H 15.7782 -21.0987 24.6940 0.00
H 12.8453 -19.3193 19.5599 0.00
H 11.6634 -30.1236 26.8652 0.00
H -1.3732 -25.2313 21.7210 0.00
H 4.7627 -20.4130 30.2866 0.00
H 4.6909 -20.4751 23.3413 0.00
H 6.4545 -26.1523 15.8904 0.00
H 10.0967 -28.8569 18.2225 0.00
H 4.5156 -25.4797 22.2528 0.00
H 12.0717 -26.0285 19.3853 0.00
H 13.5357 -21.1718 31.9155 0.00
H 1.3186 -23.9719 26.4316 0.00
H 11.1357 -24.0942 29.4774 0.00
H 7.8296 -16.3759 28.9911 0.00
H 4.5109 -25.3396 27.7669 0.00
H 5.4244 -19.0794 31.1879 0.00
H 9.0624 -27.9913 28.4797 0.00
H 5.8484 -16.6345 22.7363 0.00
H 8.4548 -27.3340 15.2673 0.00
H 13.1157 -24.5619 31.0626 0.00
H 10.2921 -22.5601 24.1283 0.00
H 6.6293 -19.5729 21.2402 0.00
H 5.9598 -18.3764 26.4720 0.00
H 10.5364 -29.5805 27.9348 0.00
H 11.0253 -22.6819 27.1896 0.00
H 9.7748 -20.7199 22.5798 0.00
H 9.7132 -22.9860 28.3627 0.00
H 8.1445 -16.0062 20.0842 0.00
H 14.6434 -23.3164 25.6811 0.00
H 9.5440 -21.9788 32.8781 0.00
H 6.2765 -25.3497 17.5276 0.00
H 8.4225 -30.1810 27.5645 0.00
H 4.9425 -20.8127 18.8026 0.00
H 5.5854 -19.8826 28.1401 0.00
H 11.9842 -28.6864 28.0109 0.00
H 4.9162 -15.2446 22.2209 0.00
H 3.0282 -18.4063 30.7059 0.00
H -0.9223 -21.5616 19.6470 0.00
H 6.8714 -11.0154 20.6424 0.00
H 6.4113 -16.2188 20.1532 0.00
H 12.1956 -21.9067 24.6859 0.00
H 4.6329 -28.0314 22.4230 0.00
H 5.9974 -12.7112 23.9844 0.00
H 6.3527 -27.0253 17.3518 0.00
H 4.2483 -20.0050 14.5582 0.00
H -1.1527 -23.8957 22.7917 0.00
H 12.1137 -18.4577 26.9474 0.00
H 7.1425 -30.5041 26.6978 0.00
H 12.6082 -19.7645 31.2740 0.00
H 9.7965 -21.4415 27.8410 0.00
H 3.4702 -21.7299 21.1319 0.00
H 12.4488 -20.1191 28.5242 0.00
H 8.4649 -20.4037 15.9519 0.00
H 5.9290 -25.6665 21.0780 0.00
H 8.2946 -28.0777 16.9258 0.00
H 9.8467 -24.5394 16.8111 0.00
H 3.8463 -26.8633 19.9735 0.00
H 6.5834 -11.1592 23.4801 0.00
H 12.6493 -26.1055 22.5802 0.00
H 3.7558 -16.8746 25.9994 0.00
H 13.0073 -23.4144 26.3782 0.00
H 9.2947 -19.7500 14.6418 0.00
H 9.4288 -21.9389 25.3516 0.00
H 12.2074 -15.2244 25.4438 0.00
H 2.2855 -16.1439 29.9835 0.00
H 9.5201 -14.3559 24.2122 0.00
H 3.9619 -16.1851 31.5101 0.00
H 7.6251 -27.8512 24.0447 0.00
H 8.1981 -19.0607 19.5375 0.00
H 8.6143 -22.8002 21.7322 0.00
H 15.9009 -24.4847 24.2667 0.00
H 8.2897 -23.8577 16.7002 0.00
H 13.1003 -21.4257 27.7850 0.00
H 12.6210 -20.1763 32.9480 0.00
H 4.0190 -17.8293 24.5578 0.00
H 8.9571 -24.5730 25.0946 0.00
H 3.4558 -23.4924 20.9781 0.00
H 5.5782 -16.8334 31.1796 0.00
H 7.0409 -27.9658 26.9209 0.00
H 10.1435 -19.9203 24.1527 0.00
H -0.7838 -23.6847 18.4974 0.00
H 9.9617 -21.8430 17.6127 0.00
H 5.1153 -15.3020 30.5504 0.00
H 10.7840 -16.8485 16.3741 0.00
H 10.2860 -16.2296 26.2425 0.00
H 1.9641 -18.3394 26.7121 0.00
H 11.5675 -28.0397 18.0752 0.00
H 13.5109 -25.3209 24.9546 0.00
H 7.3765 -17.3343 26.5928 0.00
H 11.6206 -22.4886 17.6971 0.00
H 3.1300 -28.4043 20.5892 0.00
H 2.5183 -23.5895 27.6695 0.00
H 5.0453 -18.9920 15.8020 0.00
H 13.5911 -21.1329 29.3841 0.00
H -2.4319 -24.0407 19.1026 0.00
H 7.8637 -29.5590 23.6838 0.00
H 1.9683 -25.3431 27.4721 0.00
H 4.9959 -22.4380 14.2786 0.00
H 5.2839 -24.2248 26.6102 0.00
H 10.0131 -20.4363 20.3213 0.00
H 12.8248 -28.5684 25.3645 0.00
H 16.2198 -22.4871 23.7540 0.00
H 7.3486 -24.8771 24.4679 0.00
H 12.1753 -24.3675 24.2510 0.00
H 8.4814 -26.4025 28.2297 0.00
H 9.1885 -17.5513 18.0281 0.00
H 1.7600 -23.9414 17.5017 0.00
H 9.4633 -12.8171 22.3032 0.00
H 7.4167 -17.1992 30.3988 0.00
H 5.6063 -19.9548 24.7832 0.00
H 2.9902 -21.7086 14.0103 0.00
H 13.5133 -21.1269 25.3100 0.00
H 11.4599 -25.2015 17.9708 0.00
H 6.3879 -21.3535 15.9283 0.00
H -2.2718 -21.8353 20.6737 0.00
H 13.4470 -20.7858 19.0693 0.00
H 6.0014 -23.4643 14.9023 0.00
H 8.5930 -11.6261 20.6659 0.00
H 13.1490 -16.5566 26.1911 0.00
H 4.1446 -24.3615 16.3663 0.00
H 7.8449 -26.9831 25.8843 0.00
H 13.7841 -25.7898 21.3750 0.00
H 8.9808 -27.8746 20.4041 0.00
H 3.2949 -18.9781 29.0831 0.00
H 9.7704 -26.5515 21.1351 0.00
H 13.7131 -19.5724 23.5741 0.00
H 10.8948 -21.7171 33.9401 0.00
H 5.8348 -15.1805 23.6940 0.00
H 12.9103 -27.1465 26.3588 0.00
H 10.4110 -28.5463 15.8878 0.00
H 2.7394 -22.5013 19.7868 0.00
H 1.4815 -20.6344 22.2011 0.00
H 8.6879 -12.1442 23.6682 0.00
H 0.6256 -23.2658 16.4425 0.00
H 6.1893 -21.3156 21.1604 0.00
H 2.3248 -19.7030 24.0431 0.00
H 6.8693 -19.7503 29.3695 0.00
```

Values from the calculation:
- E_LUMO (alpha / beta) (eV) = 0.097 / -0.977
- spin multiplicity = 11
- HOMO energy (alpha / beta) (eV) = -8.5 / -9.5
- Kohn-Sham gap (alpha / beta) (eV) = 8.578 / 8.505
- expectation value of S² = 30.055